# C3H7IS

A cluster of 2 separate species, C3H7IS in total (wB97M-V/def2-TZVPD, the OMol25 dataset).

Summary:
Gap between HOMO and LUMO in eV: 9.60
Calculated total energy in Eh: -814.32221
F_max in eV/A: 3.65
Energy above the lowest of the compared OMol25 structures with the same formula, charge and spin in kcal per mole: 22.5

Geometry (Å):
C -1.200 -0.204 -1.546
C -0.493 0.688 0.736
C -1.544 0.242 -0.326
S 2.661 -0.661 0.745
I -3.603 0.445 -0.004
H -0.130 -0.234 -1.848
H -1.836 -0.416 -2.312
H 2.820 -1.907 0.977
H -1.079 1.451 1.351
H 0.336 1.303 0.243
H 0.099 -0.093 1.321
H 3.969 -0.614 0.662